(1)
Entry from the OMol25 dataset: a cluster of 5 separate species, H10O5 in total at a distorted geometry (the ωB97M-V functional and the def2-TZVPD basis).

As for the total energy: -382.17231 a.u. As for the net charge: 0. As for the LUMO energy: 0.07 eV. The highest occupied orbital energy is -10.84 eV. Its frontier orbital gap is 10.9 eV. Its SMILES is O.O.O.O.O. The max |F| comes out at 0.0412 Eh/bohr. For the energy above the lowest of the compared OMol25 structures with the same formula, charge and spin, the calculation gives 32.5 kcal/mol.

Last column: Löwdin charge in e.
Atoms and positions in Å:
O1 29.43200 -14.03200 1.10200  -0.043
H1 29.84100 -13.24900 1.53300  0.080
H2 29.69000 -13.73100 0.24300  0.040
O2 27.34800 -17.64700 2.31700  -0.067
H3 26.72500 -17.64700 1.55600  0.025
H4 28.13900 -17.34000 1.89800  -0.030
O3 26.67300 -18.57000 -2.10100  -0.047
H5 27.21600 -18.43300 -1.32500  0.015
H6 25.96400 -19.08600 -1.72000  0.032
O4 26.79700 -16.15900 -1.02700  -0.062
H7 26.79700 -15.19400 -0.95100  0.068
H8 26.02100 -16.44900 -0.50900  0.069
O5 29.19700 -16.62600 0.46700  -0.060
H9 29.55800 -15.83900 0.82300  -0.025
H10 28.42000 -16.40100 -0.07800  0.004


(2)
Entry from the OMol25 dataset: the molecule C3H4O at a distorted geometry (the ωB97M-V functional and the def2-TZVPD basis).

As for the total energy: -191.87283 a.u. As for the net charge: 0. As for the LUMO energy: -0.05 eV. The highest occupied orbital energy is -9.96 eV. Its frontier orbital gap is 9.9 eV. Its SMILES is C=CC=O. The max |F| comes out at 0.0838 Eh/bohr. For the energy above the lowest of the compared OMol25 structures with the same formula, charge and spin, the calculation gives 23.3 kcal/mol.

Last column: Löwdin charge in e.
Atoms and positions in Å:
C1 -0.54962 0.54009 -0.84865  0.015
C2 0.46154 0.34072 0.01290  -0.173
C3 0.24528 -0.77563 0.90555  -0.254
O1 -0.51356 -1.69750 0.48342  -0.019
H1 -0.35688 1.35449 -1.57181  0.063
H2 -1.60135 0.02328 -0.64654  0.126
H3 1.42897 1.03935 -0.08398  0.146
H4 0.88562 -0.82480 1.74911  0.095


(3)
Entry from the OMol25 dataset: a structure of composition C12H30BBeF4N2O4 at a distorted geometry (the ωB97M-V functional and the def2-TZVPD basis).

As for the total energy: -1324.56158 a.u. As for the net charge: +1. As for the LUMO energy: -4.29 eV. The highest occupied orbital energy is -12.67 eV. Its frontier orbital gap is 8.4 eV. The max |F| comes out at 0.0987 Eh/bohr. For the energy above the lowest of the compared OMol25 structures with the same formula, charge and spin, the calculation gives 80.1 kcal/mol.

Last column: Löwdin charge in e.
Atoms and positions in Å:
Be1 -4.30648 4.75374 -2.68963  1.041
B1 -6.41143 6.06653 -4.09669  -1.397
F1 -7.38190 6.84642 -4.64119  0.202
F2 -6.86277 5.04989 -3.24933  0.127
F3 -5.49915 5.53873 -5.02716  0.124
F4 -5.72780 6.73504 -3.16809  0.182
C1 -4.28015 7.88637 0.44140  -0.046
O1 -3.92145 7.44189 -0.87827  -0.218
C2 -2.84450 8.07482 -1.47091  -0.248
C3 -2.63879 7.92223 -2.96284  -0.143
N1 -2.71702 6.49843 -3.45499  -0.028
C4 -2.93526 6.57163 -4.89223  -0.183
C5 -2.60683 5.14819 -5.44841  -0.207
O2 -3.27510 4.17319 -4.71749  -0.226
C6 -3.12385 2.86438 -5.31950  -0.034
H1 -3.35728 8.01112 1.00782  0.094
H2 -5.13596 7.35890 0.86266  0.071
H3 -4.59954 8.91773 0.29174  0.096
H4 -2.02286 7.71659 -0.85069  0.128
H5 -2.85312 9.16472 -1.48210  0.131
H6 -1.71892 8.39996 -3.30005  0.136
H7 -3.40590 8.54272 -3.42613  0.135
H8 -1.78204 6.12470 -3.53397  0.115
H9 -2.22741 7.30303 -5.28223  0.132
H10 -3.93765 6.83407 -5.23051  0.122
H11 -1.56337 4.85200 -5.34086  0.128
H12 -2.74421 5.19785 -6.52858  0.142
H13 -3.80567 2.20556 -4.78174  0.076
H14 -2.12487 2.44285 -5.20786  0.099
H15 -3.30132 2.80443 -6.39328  0.109
C7 -6.84134 5.83443 -0.46248  -0.087
O3 -5.70213 4.99089 -0.54005  -0.214
C8 -5.40488 4.37271 0.71176  -0.192
C9 -3.94136 3.88739 0.73515  -0.186
N2 -3.48061 3.33654 -0.54757  -0.026
C10 -4.04284 1.95724 -0.65042  -0.156
C11 -4.38874 1.50613 -2.06513  -0.227
O4 -5.42731 2.31040 -2.58526  -0.217
C12 -6.73221 1.66921 -2.31680  -0.029
H16 -7.67842 5.13685 -0.49038  0.108
H17 -6.91924 6.58779 -1.24637  0.096
H18 -6.94671 6.46538 0.42007  0.087
H19 -5.96387 3.46476 0.93819  0.118
H20 -5.53619 5.04254 1.56158  0.129
H21 -3.67622 3.39193 1.66913  0.138
H22 -3.41085 4.83537 0.82460  0.112
H23 -2.48563 3.17311 -0.48922  0.118
H24 -4.91785 1.74585 -0.03577  0.123
H25 -3.18046 1.38300 -0.31183  0.131
H26 -4.69090 0.46195 -2.14562  0.128
H27 -3.61338 1.51637 -2.83116  0.108
H28 -7.58375 2.18541 -2.76009  0.098
H29 -6.98841 1.75994 -1.26124  0.084
H30 -6.78791 0.60547 -2.54802  0.097


(4)
Entry from the OMol25 dataset: a structure of composition C5H9NO2 at a distorted geometry (the ωB97M-V functional and the def2-TZVPD basis).

As for the total energy: -400.87983 a.u. As for the net charge: 0. As for the LUMO energy: 0.87 eV. The highest occupied orbital energy is -9.55 eV. Its frontier orbital gap is 10.4 eV. The max |F| comes out at 0.1719 Eh/bohr. For the energy above the lowest of the compared OMol25 structures with the same formula, charge and spin, the calculation gives 186.3 kcal/mol.

Last column: Löwdin charge in e.
Atoms and positions in Å:
C1 0.20075 -0.70209 -0.02796  -0.406
C2 1.72838 -0.35819 -0.43645  -0.252
C3 0.27533 0.88960 -0.04599  -0.224
C4 -1.15396 1.15115 0.46476  -0.114
C5 -1.04325 -0.90480 -0.65979  -0.138
H1 -0.89471 -1.13995 1.46412  0.057
H2 2.74312 -1.13735 -0.43264  0.188
H3 1.28233 -0.03823 -1.56106  0.145
H4 1.74310 0.20599 1.21366  0.152
H5 0.71024 1.41595 -1.16416  0.212
H6 -1.28111 1.06687 1.57212  0.120
H7 -1.48326 2.24191 0.21054  0.143
H8 -1.29153 -2.00372 -0.38990  0.161
H9 -1.21618 -0.62803 -1.69760  0.138
N1 1.74175 0.77942 0.27883  -0.048
O1 0.00493 -0.95299 1.38191  0.002
O2 -2.06594 0.11446 -0.17040  -0.133


(5)
Entry from the OMol25 dataset: the molecule C4H4S2 (the ωB97M-V functional and the def2-TZVPD basis).

As for the total energy: -951.09548 a.u. As for the net charge: 0. As for the LUMO energy: -0.92 eV. The highest occupied orbital energy is -9.05 eV. Its frontier orbital gap is 8.1 eV. Its SMILES is S=CC#CCS. The max |F| comes out at 0.0096 Eh/bohr. For the energy above the lowest of the compared OMol25 structures with the same formula, charge and spin, the calculation gives 48.3 kcal/mol.

Last column: Löwdin charge in e.
Atoms and positions in Å:
S1 3.32862 0.16901 -0.00308  0.691
C1 1.95372 -0.69192 0.00300  -0.685
C2 0.63720 -0.12351 0.00458  -0.109
C3 -0.47096 0.34755 0.00428  -0.100
C4 -1.81529 0.90680 -0.00100  -0.553
S2 -3.06314 -0.43712 -0.00197  0.694
H1 1.95555 -1.78248 0.00954  0.053
H2 -1.93480 1.54203 0.87677  0.082
H3 -1.94692 1.52404 -0.87164  0.071
H4 -4.14953 0.37255 0.00083  -0.143


(6)
Entry from the OMol25 dataset: a cluster of 2 separate species, C6H9O2 in total at a distorted geometry (the ωB97M-V functional and the def2-TZVPD basis).

As for the total energy: -384.35889 a.u. As for the net charge: -1. As for the LUMO energy: 2.70 eV. The highest occupied orbital energy is -3.94 eV. Its frontier orbital gap is 6.6 eV. The max |F| comes out at 0.0823 Eh/bohr. For the energy above the lowest of the compared OMol25 structures with the same formula, charge and spin, the calculation gives 117.1 kcal/mol.

Last column: Löwdin charge in e.
Atoms and positions in Å:
O1 -2.62694 -1.58341 0.17568  -0.096
C1 -2.69924 -0.41300 -0.25956  -0.762
O2 -3.58570 0.05814 -1.01538  -0.104
C2 -1.73526 0.63993 0.37555  -0.147
C3 -0.29929 0.44148 -0.12274  -0.235
C4 0.86975 0.32714 0.83610  -0.288
C5 2.57867 -1.01609 -0.26673  -0.113
C6 2.18200 0.25343 0.10508  -0.237
H1 -2.06345 1.60127 0.00810  0.079
H2 -1.85614 0.68968 1.46573  0.103
H3 -0.27610 -0.52121 -0.65766  0.107
H4 -0.11036 1.35895 -0.72741  0.113
H5 0.74306 -0.64861 1.39706  0.130
H6 0.91850 1.14777 1.56812  0.097
H7 1.78629 -1.62772 -0.73322  0.070
H8 3.55954 -1.21180 -0.75692  0.026
H9 2.61466 0.50406 -1.39180  0.257